Entry 1:
ORCA calculation (the ωB97M-V functional and the def2-TZVPD basis) on a molecular structure, C32H48Cl2Ge3NNiS.

The calculation puts the HOMO-LUMO gap (alpha / beta) at 6.9 / 6.1 eV. The total energy is -10360.53108 Eh. The calculation puts the energy above the lowest of the compared OMol25 structures with the same formula, charge and spin at 48.68 kcal per mole. As for the charge: -1.

```
88
C32H48Cl2Ge3NNiS | the OMol25 dataset | the ωB97M-V functional and the def2-TZVPD basis
Ni -0.345 0.565 0.250
C -1.800 -2.754 -2.108
C -2.265 -2.675 -0.659
Ge -0.952 -1.805 0.535
C -1.570 -2.199 2.376
C -0.481 -2.112 3.439
C 0.533 -3.073 0.355
C 1.717 -2.619 -0.059
Ge 1.693 -0.644 -0.367
C 3.111 0.122 0.812
C 4.564 0.269 0.359
C 1.853 -0.475 -2.363
C 3.214 -0.333 -3.045
C 2.898 -3.502 -0.272
C 2.884 -4.869 0.032
C 3.993 -5.667 -0.182
C 5.161 -5.126 -0.708
C 5.196 -3.777 -1.014
C 4.078 -2.984 -0.795
H -2.506 -3.303 -2.737
H -0.831 -3.253 -2.179
H -1.681 -1.759 -2.540
H -2.338 -3.684 -0.234
H -3.252 -2.230 -0.575
H -1.936 -3.230 2.311
H -2.419 -1.564 2.628
H 0.372 -2.744 3.182
H -0.847 -2.428 4.419
H -0.103 -1.095 3.548
H 0.365 -4.133 0.561
H 3.056 -0.519 1.699
H 2.746 1.098 1.122
H 5.087 -0.684 0.279
H 5.117 0.879 1.078
H 4.642 0.775 -0.605
H 1.224 0.357 -2.677
H 1.342 -1.375 -2.720
H 3.806 0.474 -2.611
H 3.090 -0.101 -4.107
H 3.805 -1.247 -2.988
H 1.990 -5.317 0.445
H 3.949 -6.721 0.065
H 6.030 -5.751 -0.873
H 6.096 -3.332 -1.423
H 4.124 -1.932 -1.034
Cl -3.867 0.012 -1.677
C -4.627 -0.127 -0.121
C -5.921 -0.624 -0.132
C -6.628 -0.755 1.049
C -6.021 -0.381 2.236
C -4.728 0.108 2.224
Cl -4.052 0.540 3.769
C -3.959 0.263 1.050
S -2.372 0.983 1.211
H -6.362 -0.900 -1.080
H -7.639 -1.139 1.045
H -6.538 -0.466 3.181
C 2.056 2.869 -1.155
C 1.582 2.983 0.259
C 2.072 3.917 1.145
C 1.451 3.663 2.386
C 0.608 2.591 2.194
C -0.189 1.949 3.287
N 0.668 2.157 0.884
H 3.046 3.324 -1.225
H 1.414 3.385 -1.875
H 2.161 1.838 -1.490
H 2.817 4.665 0.916
H 1.611 4.172 3.325
H 0.275 2.200 4.243
H -0.212 0.863 3.204
H -1.229 2.278 3.315
C -1.266 4.151 -2.955
Ge -1.794 3.266 -1.263
C -1.324 4.445 0.211
C -3.754 3.268 -1.321
C -0.836 1.546 -1.370
H -1.740 5.133 -3.021
H -1.582 3.562 -3.818
H -0.186 4.289 -3.015
H -1.916 5.358 0.112
H -0.264 4.699 0.220
H -1.558 3.972 1.163
H -4.051 4.318 -1.393
H -4.185 2.849 -0.412
H -4.156 2.738 -2.182
H 0.142 1.733 -1.796
H -1.361 0.787 -1.947
```

Entry 2:
ORCA calculation (the ωB97M-V functional and the def2-TZVPD basis) on a molecular structure, C32H48IN2O2PS in a non-equilibrium geometry.

The calculation puts the HOMO-LUMO gap at 6.5 eV. The total energy is -2545.29194 Eh.

```
87
C32H48IN2O2PS | the OMol25 dataset | the ωB97M-V functional and the def2-TZVPD basis
C 6.849 -4.291 1.934
C 7.094 -3.088 1.063
C 7.984 -3.163 0.002
C 8.236 -2.043 -0.769
C 7.608 -0.822 -0.551
C 7.951 0.387 -1.415
C 8.159 1.670 -0.593
C 9.188 0.164 -2.286
C 6.676 -0.772 0.484
O 5.951 0.352 0.816
C 5.040 0.823 -0.174
C 3.627 0.386 0.133
C 3.336 -0.933 0.173
C 2.043 -1.402 0.455
C 1.041 -0.501 0.641
S -0.574 -1.133 0.996
C 1.333 0.896 0.585
C 0.235 1.903 0.875
C -0.350 2.661 -0.355
C -1.835 2.399 -0.565
C -2.753 3.308 0.267
C -2.891 2.927 1.743
C -3.409 1.504 1.999
C -4.908 1.439 2.389
C -5.730 0.534 1.450
C -6.122 -0.798 2.108
C -6.610 -1.893 1.140
C -7.174 -1.394 -0.187
C -7.929 -2.486 -0.936
N -8.687 -1.915 -2.046
C -10.040 -1.864 -2.168
C -10.326 -1.246 -3.359
C -9.100 -0.905 -3.966
C -8.103 -1.333 -3.129
N 2.614 1.324 0.371
P 3.043 2.997 0.333
O 3.717 3.406 -0.906
C 6.453 -1.886 1.279
H 7.660 -4.394 2.653
H 6.851 -5.196 1.332
H 5.905 -4.189 2.461
H 8.486 -4.095 -0.218
H 8.945 -2.158 -1.572
H 7.120 0.555 -2.106
H 7.237 2.151 -0.290
H 8.694 2.391 -1.209
H 8.776 1.465 0.280
H 9.537 1.096 -2.720
H 9.995 -0.255 -1.683
H 9.008 -0.544 -3.093
H 5.284 0.431 -1.159
H 5.158 1.898 -0.238
H 4.113 -1.656 -0.021
H 1.848 -2.460 0.505
H -1.016 -1.197 -0.268
H 0.626 2.649 1.565
H -0.558 1.373 1.387
H 0.181 2.248 -1.254
H -0.142 3.734 -0.323
H -2.050 1.343 -0.422
H -2.052 2.604 -1.614
H -2.335 4.315 0.208
H -3.728 3.345 -0.221
H -3.584 3.631 2.205
H -1.928 3.081 2.231
H -2.804 1.062 2.790
H -3.275 0.862 1.131
H -4.951 0.992 3.380
H -5.348 2.433 2.383
H -6.660 1.031 1.174
H -5.204 0.362 0.511
H -6.944 -0.568 2.788
H -5.289 -1.147 2.718
H -7.374 -2.497 1.631
H -5.775 -2.572 0.952
H -6.357 -1.056 -0.822
H -7.834 -0.543 -0.023
H -8.638 -2.973 -0.271
H -7.235 -3.204 -1.367
H -10.719 -2.248 -1.429
H -11.321 -1.077 -3.730
H -8.991 -0.390 -4.903
H -7.039 -1.246 -3.243
H 3.829 3.173 1.481
H 1.865 3.709 0.534
H 5.737 -1.812 2.087
I 0.656 0.328 -2.017
```

Entry 3:
ORCA calculation (the ωB97M-V functional and the def2-TZVPD basis) on a molecular structure, C32H48N12O5S3Ta in a non-equilibrium geometry.

The calculation puts the HOMO-LUMO gap at 5.9 eV. The total energy is -3532.21310 Eh. The calculation puts the energy above the lowest of the compared OMol25 structures with the same formula, charge and spin at 77.52 kcal per mole. As for the charge: +3.

```
101
C32H48N12O5S3Ta | the OMol25 dataset | the ωB97M-V functional and the def2-TZVPD basis
Ta -0.882 -0.381 -0.880
C -1.481 1.821 3.815
N -0.798 2.634 2.825
C -0.777 4.055 3.170
C -0.437 2.210 1.586
N -1.111 1.263 0.918
C -2.507 1.191 1.258
C -3.245 2.353 1.249
C -4.606 2.372 1.590
C -5.242 1.201 1.880
C -4.552 -0.029 1.802
C -5.266 -1.238 1.949
C -4.646 -2.440 1.768
C -3.275 -2.476 1.487
C -2.522 -1.325 1.412
N -1.112 -1.459 1.125
C -0.471 -2.429 1.808
N 0.616 -3.068 1.286
C 0.592 -3.775 0.005
C 1.710 -3.498 2.151
N -0.787 -2.751 3.076
C -0.766 -4.142 3.525
C -1.409 -1.845 4.023
C -3.152 -0.051 1.519
N 0.693 2.805 1.120
C 0.884 3.235 -0.254
C 1.727 3.255 2.039
H -1.024 2.009 4.788
H -1.374 0.774 3.567
H -2.544 2.059 3.884
H -1.770 4.340 3.525
H -0.545 4.668 2.303
H -0.063 4.263 3.969
H -2.759 3.283 0.975
H -5.139 3.312 1.606
H -6.295 1.197 2.130
H -6.326 -1.196 2.160
H -5.200 -3.367 1.830
H -2.796 -3.431 1.310
H 0.674 -4.849 0.191
H 1.424 -3.472 -0.630
H -0.336 -3.593 -0.519
H 1.649 -4.554 2.421
H 1.727 -2.903 3.062
H 2.643 -3.361 1.601
H -0.549 -4.819 2.703
H -1.756 -4.396 3.910
H -0.043 -4.291 4.327
H -1.223 -0.822 3.723
H -0.964 -2.020 5.003
H -2.487 -2.000 4.101
H -0.076 3.337 -0.742
H 1.502 2.537 -0.821
H 1.365 4.213 -0.245
H 1.690 4.332 2.220
H 2.699 3.040 1.593
H 1.639 2.737 2.992
N 3.309 -0.190 -8.137
C 2.875 -0.377 -6.879
C 1.656 -1.043 -6.623
C 1.229 -1.252 -5.338
C 2.019 -0.805 -4.279
C 3.216 -0.116 -4.503
C 3.637 0.101 -5.786
S 1.563 -1.068 -2.645
O 2.742 -1.290 -1.842
O 0.533 -2.062 -2.409
N 0.824 0.301 -1.930
C 0.133 1.196 -2.713
N 0.472 1.572 -3.930
C -0.386 2.366 -4.560
C -1.577 2.804 -3.986
C -1.830 2.394 -2.700
N -0.960 1.608 -2.048
H 2.804 -0.548 -8.928
H 4.185 0.269 -8.311
H 1.065 -1.392 -7.460
H 0.292 -1.757 -5.138
H 3.798 0.228 -3.659
H 4.559 0.633 -5.978
H -0.097 2.659 -5.563
H -2.269 3.437 -4.520
H -2.713 2.689 -2.148
N 5.049 0.700 2.454
C 4.499 -0.279 1.443
C 3.295 0.278 0.655
N 1.967 -0.165 1.077
H 5.834 0.296 2.972
H 4.338 0.979 3.131
H 5.394 1.538 1.984
H 4.222 -1.185 1.980
H 5.316 -0.519 0.765
H 3.406 -0.063 -0.365
H 3.331 1.370 0.643
H 1.756 0.044 2.046
H 1.866 -1.162 0.913
O -1.769 -2.101 -1.334
S -2.462 -1.495 -2.551
O -1.416 -0.695 -3.202
O -3.252 -2.373 -3.314
S -3.371 -0.042 -1.476
```

Entry 4:
ORCA calculation (the ωB97M-V functional and the def2-TZVPD basis) on a molecular structure, C32H48P2Pt in a non-equilibrium geometry.

The calculation puts the HOMO-LUMO gap (alpha / beta) at 7.4 / 4.5 eV. The total energy is -2049.34452 Eh. As for the charge: +2. As for the multiplicity: 5.

```
83
C32H48P2Pt | the OMol25 dataset | the ωB97M-V functional and the def2-TZVPD basis
Pt -0.301 0.751 -0.205
C 0.494 2.938 -0.596
C -0.834 2.786 0.085
C 0.796 3.358 1.659
C 1.447 3.253 0.408
C -0.574 3.141 1.502
C 0.700 3.186 -2.046
H -0.188 2.936 -2.628
H 1.545 2.589 -2.409
H 0.944 4.241 -2.225
C 2.885 3.492 0.161
H 3.065 3.786 -0.881
H 3.425 2.552 0.333
H 3.308 4.262 0.824
C 1.493 3.756 2.910
H 2.181 4.596 2.743
H 2.101 2.925 3.294
H 0.796 4.049 3.699
C -1.613 3.469 2.492
H -1.533 4.530 2.779
H -1.508 2.885 3.418
H -2.620 3.312 2.086
C -2.118 3.143 -0.597
H -2.290 4.228 -0.592
H -2.952 2.655 -0.078
H -2.106 2.802 -1.639
C -1.213 -3.554 -2.974
C -1.576 -2.653 -3.900
C -2.996 -2.338 -4.261
C -3.948 -2.343 -3.042
C -3.424 -1.790 -1.739
C -3.009 -2.610 -0.761
C -2.828 -4.106 -0.965
C -2.154 -4.520 -2.301
H -3.388 -3.063 -4.997
H -4.234 -3.386 -2.876
H -3.021 -1.357 -4.756
H -2.947 -4.771 -3.016
H -0.143 -3.775 -2.841
H -0.791 -2.168 -4.499
H -1.588 -5.449 -2.119
H -2.242 -4.515 -0.128
H -2.925 -2.248 0.268
H -3.811 -4.613 -0.915
H -4.866 -1.805 -3.320
H -3.599 -0.723 -1.559
P 0.354 -0.951 -1.535
P -1.032 -0.616 1.527
C -0.048 -2.399 -0.483
C -0.389 -2.270 1.030
H 0.698 -3.184 -0.666
H -0.979 -2.676 -0.977
H -1.158 -3.008 1.328
H 0.505 -2.484 1.636
C -0.377 -0.263 3.154
H -0.827 0.657 3.539
H 0.701 -0.113 3.089
H -0.595 -1.094 3.833
C -2.817 -0.376 1.641
H -3.288 -1.201 2.177
H -3.280 -0.273 0.657
H -2.990 0.557 2.179
C 1.917 -1.177 -2.353
H 2.103 -0.358 -3.061
H 1.916 -2.136 -2.890
H 2.716 -1.161 -1.603
C -0.817 -0.163 -2.727
H -1.142 0.862 -2.456
H -1.737 -0.750 -2.757
H -0.348 -0.120 -3.715
C 1.446 0.194 0.611
C 2.451 0.303 1.340
C 3.644 0.218 2.140
C 4.142 -1.059 2.477
C 5.273 -1.221 3.279
C 5.982 -0.104 3.749
C 5.524 1.174 3.405
C 4.370 1.338 2.621
H 3.622 -1.920 2.068
H 5.624 -2.229 3.519
H 6.878 -0.224 4.365
H 6.080 2.058 3.727
H 4.041 2.337 2.336
```

Entry 5:
ORCA calculation (the ωB97M-V functional and the def2-TZVPD basis) on a molecular structure, C32H49BCoN10O3S5.

The calculation puts the HOMO-LUMO gap (alpha / beta) at 6.7 / 7.2 eV. The total energy is -5420.49099 Eh. As for the charge: +1. As for the multiplicity: 5.

```
101
C32H49BCoN10O3S5 | the OMol25 dataset | the ωB97M-V functional and the def2-TZVPD basis
Co 2.213 1.567 0.250
C 2.778 -3.533 -1.488
C 1.378 -3.139 -1.145
C 0.349 -4.020 -1.088
C -0.968 -3.607 -0.726
N -1.209 -2.380 -0.375
N -0.175 -1.516 -0.417
B -0.512 -0.100 -0.060
N -0.990 0.744 -1.090
N -1.253 0.093 -2.277
C -1.971 0.726 -3.153
C -2.465 2.047 -2.937
C -2.011 2.778 -1.856
C -2.302 4.242 -1.720
C -1.208 2.112 -0.936
S -0.249 2.927 0.258
C -2.265 -0.006 -4.453
C -3.787 -0.154 -4.591
C -1.623 -1.392 -4.460
C -1.708 0.820 -5.621
N -0.800 0.183 1.398
N -2.151 0.006 1.431
C -2.756 0.016 2.575
C -2.014 0.222 3.774
C -0.673 0.404 3.746
C 0.122 0.650 4.987
C -0.010 0.377 2.465
S 1.665 0.595 2.382
C -4.256 -0.206 2.594
C -4.805 -0.331 1.174
C -4.534 -1.501 3.370
C -4.925 0.983 3.298
C 1.066 -1.774 -0.833
S 2.213 -0.532 -1.000
C -2.120 -4.595 -0.730
C -1.799 -5.736 0.247
C -3.424 -3.920 -0.311
C -2.272 -5.158 -2.151
H 2.818 -4.573 -1.805
H 3.424 -3.399 -0.618
H 3.181 -2.898 -2.276
H 0.532 -5.064 -1.309
H -3.119 2.506 -3.664
H -3.092 4.536 -2.407
H -1.410 4.827 -1.957
H -2.595 4.500 -0.704
H -4.203 -0.709 -3.748
H -4.018 -0.700 -5.506
H -4.291 0.812 -4.646
H -1.979 -1.993 -3.621
H -0.537 -1.328 -4.386
H -1.880 -1.899 -5.390
H -2.192 1.794 -5.700
H -1.875 0.287 -6.558
H -0.634 0.979 -5.507
H -2.535 0.251 4.722
H -0.523 0.635 5.862
H 0.629 1.614 4.926
H 0.902 -0.104 5.103
H -4.301 -1.121 0.618
H -4.675 0.599 0.617
H -5.870 -0.558 1.223
H -4.049 -2.354 2.892
H -5.608 -1.690 3.393
H -4.186 -1.442 4.402
H -4.680 1.923 2.801
H -4.630 1.061 4.346
H -6.008 0.858 3.271
H -1.598 -5.351 1.248
H -0.939 -6.324 -0.075
H -2.654 -6.411 0.308
H -3.405 -3.649 0.747
H -4.252 -4.611 -0.472
H -3.610 -3.012 -0.884
H -1.367 -5.665 -2.489
H -2.507 -4.367 -2.865
H -3.085 -5.885 -2.168
O 3.480 5.215 0.044
S 2.363 4.595 0.701
O 1.355 5.423 1.275
O 2.701 3.385 1.471
S 1.373 3.544 -0.981
C 7.885 1.651 2.885
C 7.736 2.971 2.138
C 6.598 3.813 2.711
C 7.577 2.773 0.631
N 6.331 2.088 0.278
C 5.142 2.606 0.028
N 4.293 1.613 -0.145
N 5.008 0.467 0.031
N 6.222 0.745 0.284
H 8.072 1.842 3.942
H 8.714 1.059 2.495
H 6.980 1.046 2.812
H 8.669 3.534 2.238
H 5.641 3.290 2.649
H 6.496 4.769 2.192
H 6.780 4.026 3.764
H 8.388 2.179 0.216
H 7.550 3.737 0.125
H 4.919 3.660 -0.040
```